<i>
Computed, not measured: C7H12 as an isolated structure, with ωB97M-V with the def2-TZVPD basis set.

Computed properties:
molecular weight: 96.173 Da
HOMO-LUMO gap: 0.363 Eh
HOMO level: -9.205 eV
LUMO: 0.0243 Eh

Geometry as XYZ:
```
19
C7H12, DFT ωB97M-V with the def2-TZVPD basis set
C 2.075 0.196 0.732
C 0.757 -0.557 0.840
C -0.473 0.437 0.976
C -1.594 -0.170 0.068
C -2.334 0.823 -0.817
C -0.566 -1.030 -0.523
C 0.549 -1.589 -0.390
H 2.087 0.845 -0.150
H 2.210 0.829 1.621
H 2.920 -0.494 0.660
H 0.781 -1.218 1.712
H -0.789 0.575 2.014
H -0.188 1.414 0.567
H -2.305 -0.763 0.655
H -1.632 1.433 -1.394
H -2.943 1.488 -0.195
H -3.001 0.310 -1.516
H 1.879 -1.326 -2.299
H 2.566 -1.205 -2.560
```

<ii>
Computed, not measured: a 2-piece molecular cluster, C7H12 overall, with ωB97M-V with the def2-TZVPD basis set.

Computed properties:
molecular weight: 96.173 Da
SMILES: C1CCCC1.C#C
HOMO-LUMO gap: 0.421 Eh
HOMO level: -10.304 eV
LUMO: 0.0420 Eh

Geometry as XYZ:
```
19
C7H12, DFT ωB97M-V with the def2-TZVPD basis set
C 2.290 -0.353 -0.048
C 1.767 1.134 -0.075
C 0.182 0.994 -0.006
C 0.003 -0.409 0.650
C 0.986 -1.259 -0.193
H 3.019 -0.517 -0.802
H 2.747 -0.679 0.871
H 2.206 1.619 -1.082
H 2.289 1.547 0.789
H -0.229 0.872 -1.065
H -0.320 1.914 0.331
H -0.971 -0.847 0.527
H 0.375 -0.343 1.674
H 0.660 -1.221 -1.246
H 1.138 -2.255 0.165
C -2.526 -0.295 -0.317
C -3.503 0.218 0.025
H -1.654 -0.748 -0.844
H -4.454 0.476 0.470
```

<iii>
Computed, not measured: one molecule with the formula C7H12, with ωB97M-V with the def2-TZVPD basis set.

Computed properties:
molecular weight: 96.173 Da
SMILES: C[C@@H]1C=CC[C@@H]1C
HOMO-LUMO gap: 0.366 Eh
HOMO level: -8.777 eV
LUMO: 0.0431 Eh

Geometry as XYZ:
```
19
C7H12, DFT ωB97M-V with the def2-TZVPD basis set
C -1.430 0.860 0.084
C -0.863 -0.593 -0.039
C -0.628 -0.964 1.405
C 0.432 -0.252 1.787
C 1.327 0.073 0.601
C 0.574 -0.574 -0.597
C 0.676 0.131 -1.944
H -1.833 1.248 -0.852
H -0.668 1.574 0.435
H -2.206 0.895 0.857
H -1.569 -1.216 -0.599
H -1.369 -1.435 2.045
H 0.516 0.206 2.763
H 2.307 -0.380 0.787
H 1.501 1.143 0.426
H 0.936 -1.607 -0.719
H 0.316 1.162 -1.868
H 1.699 0.156 -2.335
H 0.050 -0.384 -2.686
```

<iv>
Computed, not measured: one molecule with the formula C7H12, with ωB97M-V with the def2-TZVPD basis set.

Computed properties:
molecular weight: 96.173 Da
SMILES: C=C/C=C/CCC
HOMO-LUMO gap: 0.355 Eh
HOMO level: -8.607 eV
LUMO: 0.0391 Eh

Geometry as XYZ:
```
19
C7H12, DFT ωB97M-V with the def2-TZVPD basis set
C 3.971 0.584 -0.040
C 2.680 0.259 0.158
C 1.671 -0.477 -0.553
C 0.376 -0.153 -0.253
C -1.069 -0.596 -0.798
C -2.258 0.307 -0.343
C -2.790 -0.080 1.103
H 4.619 0.616 -0.944
H 4.478 1.071 0.794
H 2.424 0.405 1.261
H 1.851 -1.384 -1.194
H 0.284 0.567 0.563
H -0.974 -0.600 -1.925
H -1.328 -1.744 -0.734
H -2.124 1.455 -0.573
H -3.144 0.075 -0.998
H -3.096 -1.096 1.319
H -3.563 0.714 1.205
H -2.008 0.077 1.951
```

Relative energy of each structure, in eV: <i> 4.181; <ii> 2.765; <iii> 0.000; <iv> 1.787.

<i>
Computed, not measured: a 2-piece molecular cluster, C7H12 overall, with ωB97M-V with the def2-TZVPD basis set.

Computed properties:
molecular weight: 96.173 Da
SMILES: C=C1CC1.C=CC
HOMO-LUMO gap: 0.389 Eh
HOMO level: -9.426 eV
LUMO: 0.0426 Eh

Geometry as XYZ:
```
19
C7H12, DFT ωB97M-V with the def2-TZVPD basis set
C 0.531 1.080 1.545
C 1.441 0.344 0.936
C 1.763 -0.842 0.138
C 2.849 0.143 0.576
H -0.521 0.801 1.535
H 0.802 1.989 2.076
H 1.476 -0.852 -0.911
H 1.742 -1.818 0.620
H 3.286 0.784 -0.187
H 3.546 -0.176 1.348
C -1.076 0.499 -1.772
C -1.634 -0.543 -1.165
C -2.597 -0.451 -0.019
H -0.383 0.374 -2.600
H -1.283 1.521 -1.458
H -1.388 -1.550 -1.505
H -3.563 -0.901 -0.280
H -2.773 0.591 0.267
H -2.219 -0.992 0.857
```

<ii>
Computed, not measured: one molecule with the formula C7H12, with ωB97M-V with the def2-TZVPD basis set.

Computed properties:
molecular weight: 96.173 Da
SMILES: C=C(/C=C/C)CC
HOMO-LUMO gap: 0.339 Eh
HOMO level: -8.331 eV
LUMO: 0.0330 Eh

Geometry as XYZ:
```
19
C7H12, DFT ωB97M-V with the def2-TZVPD basis set
C -0.596 -0.709 -2.354
C 0.006 -0.530 -1.157
C -0.277 0.798 -0.547
C 0.284 1.163 0.672
C -0.022 2.453 1.417
C 0.817 -1.444 -0.379
C -0.139 -1.920 0.851
H -0.642 -1.700 -2.740
H -1.068 0.218 -2.958
H -1.140 1.427 -0.782
H 1.315 0.719 1.120
H -1.062 2.875 1.099
H 0.751 3.377 1.099
H -0.088 2.367 2.470
H 1.138 -2.243 -1.094
H 1.809 -0.913 0.067
H -0.647 -2.796 0.533
H 0.583 -2.002 1.803
H -1.024 -1.139 0.881
```

<iii>
Computed, not measured: one molecule with the formula C7H12, with ωB97M-V with the def2-TZVPD basis set.

Computed properties:
molecular weight: 96.173 Da
SMILES: C=CCC(=C)CC
HOMO-LUMO gap: 0.369 Eh
HOMO level: -9.113 eV
LUMO: 0.0339 Eh

Geometry as XYZ:
```
19
C7H12, DFT ωB97M-V with the def2-TZVPD basis set
C -1.083 -2.079 1.460
C -0.593 -1.955 0.212
C -0.550 -0.695 -0.665
C 0.711 0.159 -0.659
C 1.708 -0.082 -1.523
C 0.386 1.633 -0.358
C 0.025 1.887 1.104
H -1.642 -2.953 1.770
H -1.229 -1.154 2.017
H -0.326 -2.908 -0.231
H -1.469 -0.160 -0.454
H -0.680 -1.117 -1.665
H 1.762 -1.060 -1.994
H 2.417 0.692 -1.770
H -0.372 1.908 -1.090
H 1.305 2.153 -0.641
H -0.111 0.972 1.700
H -1.007 2.269 1.142
H 0.747 2.490 1.644
```

<iv>
Computed, not measured: one molecule with the formula C7H12, with ωB97M-V with the def2-TZVPD basis set.

Computed properties:
molecular weight: 96.173 Da
SMILES: C[C@H]1[C@H]2CCC[C@@H]12
HOMO-LUMO gap: 0.388 Eh
HOMO level: -9.443 eV
LUMO: 0.0409 Eh

Geometry as XYZ:
```
19
C7H12, DFT ωB97M-V with the def2-TZVPD basis set
C 1.046 -0.296 -1.956
C 0.043 0.613 -1.266
C -1.122 0.484 -0.270
C -1.487 -0.409 0.905
C -0.184 -1.015 1.412
C 0.867 0.082 1.092
C 0.194 1.090 0.145
H 0.644 -0.708 -2.888
H 1.916 0.319 -2.234
H 1.418 -1.125 -1.350
H -0.248 1.403 -1.960
H -1.933 1.145 -0.568
H -1.785 0.351 1.649
H -2.327 -1.100 0.793
H -0.233 -1.231 2.485
H 0.035 -1.962 0.905
H 1.765 -0.360 0.643
H 1.195 0.592 2.001
H 0.196 2.126 0.462
```

Relative energy of each structure, in eV: <i> 1.430; <ii> 2.018; <iii> 1.152; <iv> 0.000.

<i>
Computed, not measured: a 2-piece molecular cluster, C7H12 overall, with ωB97M-V with the def2-TZVPD basis set.

Computed properties:
molecular weight: 96.173 Da
HOMO-LUMO gap (spin up / spin down): 0.256 / 0.328 Eh
HOMO level (spin up / spin down): -7.164 / -7.891 eV
LUMO (spin up / spin down): -0.0073 / 0.0384 Eh

Geometry as XYZ:
```
19
C7H12, DFT ωB97M-V with the def2-TZVPD basis set
C 0.029 -0.501 -2.115
C -0.948 1.232 -0.588
C -0.711 0.715 0.741
C -0.738 -0.832 0.996
C 0.727 -0.790 1.415
C 1.612 -0.083 0.443
C 0.783 0.742 1.289
H -0.494 0.122 -2.848
H -0.684 -1.252 -1.763
H 0.805 -1.041 -2.669
H -0.512 2.192 -0.869
H -1.740 0.852 -1.213
H -1.335 1.289 1.438
H -0.962 -1.455 0.130
H -1.405 -1.102 1.817
H 1.107 -1.358 2.265
H 2.684 -0.049 0.630
H 0.714 -0.100 -1.193
H 1.069 1.420 2.094
```

<ii>
Computed, not measured: one molecule with the formula C7H12, with ωB97M-V with the def2-TZVPD basis set.

Computed properties:
molecular weight: 96.173 Da
SMILES: C[C@@H]1C=C[C@H](C)C1
HOMO-LUMO gap: 0.357 Eh
HOMO level: -8.552 eV
LUMO: 0.0424 Eh

Geometry as XYZ:
```
19
C7H12, DFT ωB97M-V with the def2-TZVPD basis set
C 2.001 0.511 1.357
C 0.377 -0.092 1.308
C 0.214 -1.458 0.687
C -0.578 -1.472 -0.394
C -1.242 -0.142 -0.652
C -1.070 0.383 -2.087
C -0.583 0.775 0.432
H 2.360 0.403 0.349
H 2.028 1.576 1.678
H 2.706 -0.001 2.060
H 0.595 0.073 2.337
H 0.737 -2.332 1.060
H -0.777 -2.338 -1.031
H -2.325 -0.247 -0.471
H -0.006 0.485 -2.330
H -1.540 1.367 -2.207
H -1.519 -0.287 -2.832
H -1.351 1.370 0.944
H 0.087 1.471 -0.071
```

<iii>
Computed, not measured: one molecule with the formula C7H12, with ωB97M-V with the def2-TZVPD basis set.

Computed properties:
molecular weight: 96.173 Da
HOMO-LUMO gap (spin up / spin down): 0.289 / 0.275 Eh
HOMO level (spin up / spin down): -7.303 / -7.149 eV
LUMO (spin up / spin down): 0.0203 / 0.0126 Eh

Geometry as XYZ:
```
19
C7H12, DFT ωB97M-V with the def2-TZVPD basis set
C -1.850 -0.085 0.727
C -1.442 -0.284 -0.696
C -0.124 -0.115 -1.177
C 0.799 1.315 -0.692
C 1.430 1.129 0.567
C 0.950 -1.223 0.782
C 0.547 -1.259 -0.520
H -2.880 0.285 0.773
H -1.801 -0.996 1.340
H -1.201 0.658 1.212
H -2.252 -0.399 -1.416
H -0.082 -0.169 -2.268
H 1.497 1.365 -1.532
H 0.064 2.119 -0.743
H 2.483 0.891 0.646
H 0.979 1.553 1.462
H 0.420 -0.697 1.563
H 1.618 -2.005 1.142
H 0.844 -2.081 -1.168
```

<iv>
Computed, not measured: a 2-piece molecular cluster, C7H12 overall, with ωB97M-V with the def2-TZVPD basis set.

Computed properties:
molecular weight: 96.173 Da
SMILES: C=C1CC1.C=CC
HOMO-LUMO gap: 0.386 Eh
HOMO level: -9.356 eV
LUMO: 0.0420 Eh

Geometry as XYZ:
```
19
C7H12, DFT ωB97M-V with the def2-TZVPD basis set
C 1.130 -1.206 0.932
C -0.092 -1.068 1.411
C -1.307 -0.249 1.493
C -1.226 -1.622 2.162
H 1.572 -0.418 0.326
H 1.723 -2.097 1.124
H -1.923 -0.144 0.602
H -1.308 0.619 2.147
H -1.780 -2.444 1.712
H -1.163 -1.660 3.248
C -0.180 0.019 -2.151
C -0.052 1.205 -1.566
C 1.248 1.942 -1.411
H -1.144 -0.473 -2.219
H 0.676 -0.520 -2.551
H -0.944 1.681 -1.155
H 1.259 2.868 -1.998
H 2.100 1.337 -1.739
H 1.412 2.227 -0.366
```

Relative energy of each structure, in eV: <i> 5.052; <ii> 0.000; <iii> 3.242; <iv> 0.993.